5
Properties=species:S:1:pos:R:3:forces:R:3:nbo_charge:R:1 method="wB97M-V/def2-TZVPD" homo_ev=-10.78 relative_energy_kcal_mol=44.3 total_charge=0 lumo_ha=-0.0156
F -1.6516 -0.7464 -1.4947 -0.2 -0.4 0.3 -0.664
F -2.7900 -0.3960 0.6940 0.4 -0.1 0.4 -0.647
Si -1.4671 -0.9982 0.0723 2.5 3.5 -1.8 1.885
Cl -1.2872 -2.9095 0.4636 0.1 -1.0 0.4 -0.357
H 0.3272 0.1919 0.0291 -2.9 -2.0 0.7 -0.216